Formula: C69H159N5O13
Source: the Open Molecules 2025 dataset
Level of theory: the ωB97M-V functional and the def2-TZVPD basis

XYZ file:
```
246
Properties=species:S:1:pos:R:3:forces:R:3
C 7.5219 -1.4212 -1.0702 0.7 0.0 -0.2
C 7.6788 -2.8351 -0.4426 -0.6 0.7 -0.1
C 6.7316 -3.7891 -1.2158 -0.1 -1.1 0.7
C 6.9066 -5.2662 -0.8511 0.5 0.2 0.7
C 8.3770 -5.6060 -1.0493 -1.2 -1.4 -1.0
C 9.4369 -4.7486 -0.4054 -0.8 0.5 0.2
N 9.0582 -3.3267 -0.6696 -2.6 -2.8 -1.2
O 10.0045 -2.4318 -0.3942 2.1 1.8 0.9
C 9.5977 -5.1598 1.0997 0.2 0.1 -0.3
C 10.6954 -5.1350 -1.1912 1.2 0.4 1.2
C 7.2673 -2.6886 1.0266 -0.6 -1.2 1.2
H 7.8452 -1.4070 -2.1111 0.0 -0.2 -0.2
H 8.1453 -0.6842 -0.5639 0.0 -0.1 0.2
H 6.5075 -1.0231 -1.0472 -0.2 -0.4 0.2
H 5.6705 -3.6400 -1.0162 0.0 1.0 -0.2
H 6.9626 -3.7370 -2.2798 -0.2 0.4 -0.1
H 6.2365 -5.9008 -1.4311 0.3 0.1 -0.6
H 6.5282 -5.5010 0.1438 0.3 0.4 0.5
H 8.5046 -5.6205 -2.1317 0.2 0.6 -0.3
H 8.5793 -6.6619 -0.8700 0.0 -0.1 0.7
H 8.7019 -5.2565 1.7131 -0.5 0.3 -0.5
H 10.0173 -6.1657 1.1153 0.4 0.1 0.1
H 10.2270 -4.4681 1.6597 0.3 0.0 -0.2
H 11.5704 -4.6148 -0.8013 0.1 0.4 0.0
H 10.9355 -6.1667 -0.9344 -0.2 -0.2 -0.4
H 10.6831 -4.9797 -2.2700 -0.5 0.0 0.1
H 7.0673 -3.6558 1.4878 0.3 -0.5 -0.2
H 6.2962 -2.2294 1.2117 0.0 0.6 -0.6
H 7.9488 -2.2351 1.7462 0.5 0.4 -0.6
H 10.2818 -2.1465 -1.2678 0.4 0.3 0.1
C 6.7361 4.1265 2.4664 -0.8 -0.9 -0.1
C 5.8973 5.1286 3.3091 0.8 0.8 -0.6
C 5.1670 4.4339 4.4930 -0.1 0.5 -0.6
C 6.1046 3.9005 5.5532 1.2 0.0 -0.7
C 7.1065 4.9835 6.0394 -0.4 -0.7 -0.5
C 7.7785 5.8891 4.9202 0.9 -0.7 0.1
N 6.8175 6.1684 3.8624 -1.8 0.9 0.8
O 7.2781 7.1062 2.8873 0.6 -1.2 -0.1
C 8.1946 7.1729 5.6041 -0.7 1.4 0.4
C 9.1132 5.2390 4.4014 -0.6 -1.2 -0.3
C 4.8299 5.8462 2.3619 1.6 -0.2 0.2
H 7.4540 3.4942 2.9888 0.4 0.8 0.5
H 7.2073 4.6050 1.6078 0.0 0.1 0.2
H 6.1202 3.3050 2.1004 -0.6 0.2 -0.5
H 4.4605 5.1373 4.9336 0.0 0.2 0.0
H 4.5653 3.6628 4.0119 0.0 -0.3 0.2
H 6.7121 3.1088 5.1147 0.0 -0.2 -0.3
H 5.6277 3.3887 6.3892 -0.3 0.4 0.1
H 7.8969 4.4026 6.5146 0.3 0.4 0.2
H 6.6034 5.5326 6.8353 0.1 0.6 -0.2
H 7.3182 7.7861 5.8138 -0.4 -0.2 0.4
H 8.6865 6.9830 6.5580 0.1 -0.1 -0.1
H 8.7915 7.8937 5.0453 0.5 -0.6 -0.4
H 10.0344 5.6351 4.8289 -0.2 0.2 0.0
H 9.1076 4.1704 4.6165 0.0 -0.2 0.3
H 9.1727 5.2168 3.3132 0.1 0.7 0.0
H 4.4894 6.7987 2.7677 -0.5 -0.4 0.6
H 4.0468 5.1547 2.0510 -0.2 0.1 0.4
H 5.3010 6.1926 1.4420 0.3 -0.4 -0.1
H 7.0264 7.9840 3.1833 -0.3 -0.1 0.4
C -5.4727 -4.7716 -3.9691 -0.6 0.1 0.3
C -6.6905 -4.4335 -3.0575 1.4 0.9 2.6
C -6.6233 -2.9200 -2.6434 -0.8 0.3 -0.8
C -7.0499 -2.0204 -3.8025 0.1 -0.7 -0.4
C -8.4718 -2.4186 -4.2586 -0.2 -0.3 0.3
C -8.7246 -3.9581 -4.5704 1.0 1.8 -1.0
N -8.0411 -4.7558 -3.5174 -0.5 1.2 -0.5
O -8.1893 -6.1419 -3.7965 0.1 0.3 0.3
C -10.2724 -4.1824 -4.5849 0.9 -0.2 0.5
C -8.1734 -4.1841 -6.0386 -0.4 -1.4 0.5
C -6.5183 -5.1133 -1.6142 -0.5 -0.7 -0.8
H -5.0352 -5.6970 -3.5945 -0.2 -0.3 -0.7
H -4.6586 -4.0494 -3.9078 -0.2 0.3 0.3
H -5.7810 -4.7563 -5.0144 0.2 -0.6 0.1
H -7.2849 -2.6991 -1.8059 -0.5 -0.3 0.0
H -5.6647 -2.6155 -2.2234 0.4 -0.5 -0.4
H -6.3697 -2.1370 -4.6462 0.2 -0.4 -0.2
H -6.8909 -0.9712 -3.5537 -0.7 0.1 0.2
H -8.7394 -1.8819 -5.1688 0.0 0.0 0.0
H -9.2067 -2.1293 -3.5074 0.1 0.1 0.3
H -10.5046 -5.2070 -4.8754 -0.1 0.1 -0.1
H -10.7133 -4.0016 -3.6046 0.3 -0.1 0.3
H -10.7893 -3.4714 -5.2294 0.3 -0.1 -0.4
H -8.8577 -3.8660 -6.8252 -0.1 0.6 0.3
H -7.1712 -3.8195 -6.2640 -0.1 0.3 0.3
H -8.1384 -5.2604 -6.2070 0.2 -0.2 0.1
H -6.6263 -6.1980 -1.6174 -0.2 -0.2 -0.5
H -7.3128 -4.7497 -0.9626 0.1 0.2 0.0
H -5.5626 -5.0051 -1.1015 0.2 0.7 -0.4
H -8.7215 -6.3346 -3.0211 -0.1 -0.8 -0.1
C -5.3271 -3.0356 8.4334 -1.7 -0.1 -0.3
C -4.1048 -2.6833 7.6215 0.6 -1.9 1.0
C -3.2060 -3.9582 7.5895 0.2 0.0 0.6
C -3.4693 -4.9845 6.5097 -0.3 0.9 -0.1
C -3.6493 -4.3215 5.1519 -0.5 -0.2 0.8
C -4.6973 -3.1296 5.1992 1.7 -1.5 -1.6
N -4.3561 -2.2383 6.2687 1.1 1.0 -0.1
O -5.1242 -1.0514 6.2293 0.4 0.0 0.1
C -4.4428 -2.4440 3.8120 -1.0 0.5 1.2
C -6.0950 -3.7028 5.2945 -0.8 -0.7 -0.3
C -3.3961 -1.6277 8.4539 0.5 1.4 -1.0
H -5.8821 -3.9203 8.1212 0.3 -0.4 -0.2
H -6.0619 -2.2461 8.2756 -0.1 0.3 0.6
H -5.1120 -3.1679 9.4937 0.1 0.3 -0.1
H -2.1702 -3.6480 7.7272 0.2 -0.1 -0.5
H -3.4485 -4.5961 8.4394 0.2 0.7 0.8
H -4.3955 -5.4503 6.8463 -0.2 -0.3 -0.4
H -2.6973 -5.7499 6.5899 0.0 0.0 -0.5
H -4.0152 -5.0805 4.4605 -0.1 0.2 -0.3
H -2.6866 -3.9604 4.7901 0.0 0.2 0.0
H -5.0223 -1.5208 3.8163 0.0 0.1 -0.3
H -3.3954 -2.1731 3.6799 -0.1 -0.2 0.0
H -4.8155 -3.0874 3.0150 0.2 0.0 0.0
H -6.4564 -4.0914 4.3424 0.1 0.3 -0.3
H -6.1506 -4.5988 5.9126 0.1 0.2 0.5
H -6.8456 -2.9929 5.6419 0.0 0.1 0.1
H -2.7089 -1.0593 7.8272 0.2 -0.1 -0.3
H -2.7753 -1.9865 9.2749 -0.5 -0.3 0.2
H -4.1083 -0.8597 8.7557 0.0 -0.2 0.5
H -6.0453 -1.3182 6.2741 -0.5 0.0 0.1
C -4.3458 9.2903 -1.5277 -0.9 0.0 -0.6
C -2.9048 8.9162 -1.6818 1.7 0.6 1.1
C -2.4470 8.3214 -0.2870 0.2 -0.8 -0.4
C -1.0552 7.7058 -0.3401 -0.3 -0.1 0.3
C -1.0679 6.5736 -1.3751 0.4 1.9 -0.8
C -1.3705 7.1525 -2.8301 -0.9 -0.7 0.8
N -2.6793 7.9408 -2.7832 0.6 -1.4 2.3
O -3.2104 8.3765 -4.0095 0.6 0.2 0.1
C -0.1670 7.9875 -3.2549 0.1 0.3 -1.2
C -1.5808 5.9217 -3.7971 0.1 1.4 0.2
C -2.1069 10.2408 -1.8324 0.1 -0.1 -0.3
H -4.9851 8.4085 -1.5674 -0.1 -0.1 0.1
H -4.6633 9.9649 -2.3228 -0.1 0.0 -0.1
H -4.5052 9.8050 -0.5802 0.0 -0.1 0.0
H -2.4823 8.9949 0.5692 -0.1 0.9 -0.5
H -3.1293 7.5437 0.0562 -0.3 -0.3 -0.4
H -0.7655 7.3378 0.6442 -0.3 -0.4 0.2
H -0.2999 8.4816 -0.4660 0.1 0.0 -0.7
H -1.7804 5.8268 -1.0249 0.0 -0.2 -0.4
H -0.0478 6.1990 -1.4594 -0.1 -0.6 0.0
H 0.3159 8.6152 -2.5061 -0.2 -0.3 0.2
H 0.5818 7.3684 -3.7490 0.2 -0.2 0.3
H -0.4587 8.6720 -4.0515 -0.3 0.1 -0.1
H -0.8811 5.0942 -3.6797 0.2 0.2 0.5
H -2.5960 5.5495 -3.6595 0.0 0.0 -0.2
H -1.4005 6.2799 -4.8106 -0.5 -0.1 -0.2
H -1.0431 10.1162 -1.6300 -0.1 -0.1 0.0
H -2.4844 10.9849 -1.1310 0.0 0.0 0.1
H -2.1961 10.6670 -2.8317 -0.1 -0.1 -0.1
H -4.0156 7.8543 -4.0358 -0.2 0.0 -0.4
C 2.8811 -3.2358 5.2473 0.3 0.5 0.1
C 2.1813 -1.8992 5.4679 0.4 -0.1 -1.0
C 3.0954 -0.7024 5.4231 0.4 1.0 1.0
O 1.2133 -1.6861 4.4450 -0.5 -0.8 -0.3
H 3.6633 -3.2238 4.4883 -0.3 0.2 -0.4
H 2.1315 -3.9971 5.0313 0.2 -0.1 0.2
H 3.4486 -3.4209 6.1594 -0.3 -0.5 0.2
H 1.6993 -2.0072 6.4396 -0.3 0.4 0.1
H 2.5206 0.1943 5.1914 -0.2 0.0 0.0
H 3.9136 -0.6974 4.7029 -0.1 -0.6 -0.1
H 3.5019 -0.4950 6.4130 0.4 -0.1 0.1
H 0.6718 -0.9375 4.7056 -0.1 0.1 0.0
C -0.1141 -6.4374 -5.3513 -1.7 0.9 -0.9
C 1.2614 -5.8869 -5.6020 -0.4 0.2 0.8
C 1.3921 -4.3443 -5.3549 -0.8 -0.6 -1.4
O 2.0652 -6.5610 -4.7028 1.8 -0.7 0.9
H -0.7473 -6.0903 -6.1678 -0.4 0.1 -0.1
H -0.5587 -6.0376 -4.4400 0.1 -0.1 0.2
H -0.2091 -7.5229 -5.3773 0.5 0.0 0.2
H 1.5012 -6.2528 -6.6004 0.7 0.6 -0.1
H 0.5830 -3.9920 -4.7152 -0.1 0.0 0.0
H 1.2632 -3.8977 -6.3408 -0.1 0.5 0.1
H 2.3281 -3.9702 -4.9399 0.2 -0.6 -0.1
H 1.7932 -6.2221 -3.8468 0.2 -0.2 0.5
C 3.3397 3.7353 -7.9781 0.2 0.1 -0.7
C 3.2822 2.2338 -7.7545 -0.3 0.6 0.7
C 3.1704 1.9371 -6.2278 -0.2 -0.6 -0.5
O 2.1690 1.6784 -8.4747 -0.1 -0.3 0.8
H 2.4661 4.3026 -7.6570 0.0 -0.3 0.6
H 3.3656 3.9462 -9.0472 0.3 -0.1 -0.2
H 4.2634 4.1000 -7.5288 -0.1 0.3 0.0
H 4.2013 1.7995 -8.1480 0.1 -0.1 0.1
H 2.1466 2.0671 -5.8770 -0.1 0.0 -0.2
H 3.7899 2.5472 -5.5704 0.2 0.4 -0.5
H 3.4773 0.9197 -5.9853 -0.2 -0.2 -0.2
H 2.3896 1.5366 -9.3982 0.2 0.1 0.0
C -2.1037 -0.0472 -6.8133 -1.4 1.4 0.6
C -2.4394 -1.1872 -7.6947 1.1 -0.8 -1.2
C -3.7576 -1.1831 -8.5176 1.5 0.0 0.8
O -1.3249 -1.2483 -8.6565 -0.8 -0.1 0.3
H -1.1358 -0.1283 -6.3185 0.2 0.0 -0.4
H -2.8098 0.1487 -6.0063 -0.3 -0.4 0.1
H -2.2402 0.8280 -7.4485 0.7 0.5 0.1
H -2.3293 -2.0975 -7.1054 -0.5 -0.3 -0.1
H -4.5918 -1.0907 -7.8221 -0.3 -0.4 -0.3
H -3.6738 -2.1079 -9.0884 -0.7 -0.2 0.2
H -3.7976 -0.3944 -9.2690 0.2 0.3 0.3
H -0.7505 -0.5235 -8.3989 0.3 0.0 -0.3
C -1.0970 3.4752 4.2296 0.8 1.7 0.5
C -1.7751 2.7968 5.3934 0.1 -0.8 -1.6
C -3.2508 3.2390 5.5984 2.1 0.0 0.6
O -1.7954 1.4227 4.9861 -0.2 -0.6 0.2
H -0.7625 4.4497 4.5854 -0.6 0.7 0.0
H -1.7353 3.6144 3.3571 0.0 -0.2 0.0
H -0.0970 3.1380 3.9569 -0.3 -1.1 -0.1
H -1.1162 2.8201 6.2613 -0.3 0.6 0.4
H -3.4648 2.8600 6.5978 -0.9 -0.2 -0.2
H -3.7771 2.7755 4.7639 -0.4 0.2 0.3
H -3.3400 4.3246 5.6364 -0.1 0.0 -0.2
H -2.5226 0.9972 5.4463 -0.1 -0.4 0.1
C -0.5542 -6.3191 0.4306 -0.1 -0.5 1.0
C 0.9711 -6.4477 0.2305 -1.0 0.5 -0.3
C 1.3367 -7.8789 -0.1005 0.2 0.1 -0.1
O 1.3790 -5.5905 -0.8385 0.0 -0.3 -0.4
H -0.8318 -6.7624 1.3869 0.1 -0.2 0.2
H -1.1619 -6.8710 -0.2865 0.3 0.1 -0.4
H -0.9467 -5.3072 0.5310 0.4 0.3 -0.4
H 1.5027 -6.0698 1.1039 -0.1 -0.3 0.4
H 0.9700 -8.5716 0.6571 0.0 0.1 0.1
H 2.4145 -8.0099 -0.1963 0.0 0.1 0.0
H 0.8823 -8.1448 -1.0549 0.0 0.0 0.0
H 0.9441 -4.7537 -0.6590 0.1 0.3 -0.2
C -6.6779 4.2820 0.8162 0.0 0.6 0.4
C -6.2440 4.0854 -0.6142 2.0 -0.2 1.3
C -5.4587 2.7841 -0.7471 -0.3 -0.8 -0.9
O -7.3188 4.1235 -1.4531 -1.8 -0.6 -1.5
H -5.8599 4.1003 1.5133 0.0 0.2 0.0
H -7.5142 3.6452 1.1048 0.1 -0.3 -0.2
H -7.0335 5.3067 0.9232 0.1 0.2 0.3
H -5.5998 4.9051 -0.9323 0.5 0.2 0.3
H -4.4370 2.7458 -0.3693 -0.1 0.6 0.4
H -5.3516 2.4972 -1.7932 -0.1 0.2 -0.2
H -5.9973 1.9513 -0.2950 -0.2 0.0 0.2
H -8.0181 4.6491 -1.0577 0.0 0.0 0.0
C 1.9253 0.2020 -0.6049 -0.8 -0.9 -0.3
C 0.5124 -0.2296 -0.1623 -0.1 -1.3 -0.1
C -0.5645 -0.0467 -1.2880 1.2 -0.6 1.2
O 0.5777 -1.6672 0.2908 -0.3 1.4 -1.0
H 2.6327 0.2186 0.2241 -0.1 0.5 0.0
H 1.8947 1.0810 -1.2487 0.2 0.4 0.5
H 2.2829 -0.5858 -1.2680 0.0 -0.2 0.0
H 0.1529 0.2600 0.7427 0.1 0.6 -0.2
H -1.5283 -0.3093 -0.8519 -0.1 0.3 -0.3
H -0.3659 -0.7047 -2.1340 0.1 -0.1 0.0
H -0.4959 0.9824 -1.6408 -0.4 0.0 0.1
H 0.7874 -1.6134 1.2260 0.1 -0.2 0.2
```
Positions in Å, forces in eV/Å.

Results
Frontier orbital gap = 8.02 eV